(1)
One molecule with the formula C5H6O2. Source: the OMol25 dataset; level of theory: ωB97M-V/def2-TZVPD.

The HOMO-LUMO gap comes out at 10.541 eV. The multiplicity is 1. The molar mass comes out at 98.10 g/mol. For the energy above the lowest of the compared OMol25 structures with the same formula, charge and spin, the calculation gives 2.137 eV. As for the LUMO energy: -0.0015 Ha. As for the SMILES: C#CC(=O)[C@@H](C)O.

```
13
C5H6O2 | the OMol25 dataset | ωB97M-V/def2-TZVPD
C -2.211 1.052 1.434
C -1.615 0.462 0.570
C -0.871 -0.184 -0.502
O -1.378 -1.003 -1.244
C 0.592 0.213 -0.660
C 1.412 -0.347 0.507
O 1.073 -0.248 -1.890
H -2.757 1.570 2.194
H 0.640 1.311 -0.639
H 2.431 0.043 0.452
H 1.455 -1.438 0.430
H 0.984 -0.070 1.476
H 0.417 -0.888 -2.213
```

(2)
One molecule with the formula C5H6O2. Source: the OMol25 dataset; level of theory: ωB97M-V/def2-TZVPD.

The HOMO-LUMO gap comes out at 10.543 eV. The multiplicity is 1. The molar mass comes out at 98.10 g/mol. For the energy above the lowest of the compared OMol25 structures with the same formula, charge and spin, the calculation gives 2.838 eV. As for the LUMO energy: 0.0237 Ha. As for the SMILES: C#C[C@H](C=O)CO.

```
13
C5H6O2 | the OMol25 dataset | ωB97M-V/def2-TZVPD
C -2.497 -0.535 -0.284
C -1.322 -0.323 -0.440
C 0.115 -0.053 -0.543
C 0.878 -1.331 -0.178
O 1.994 -1.376 0.270
C 0.489 1.266 0.223
O 1.499 1.167 1.188
H -3.539 -0.715 -0.143
H 0.353 0.083 -1.609
H 0.309 -2.259 -0.402
H -0.445 1.659 0.652
H 0.849 2.002 -0.501
H 1.319 0.415 1.765
```

(3)
C5H6O2 as an isolated structure at a distorted geometry. Source: the OMol25 dataset; level of theory: ωB97M-V/def2-TZVPD.

The HOMO-LUMO gap comes out at 9.088 eV. The multiplicity is 1. The molar mass comes out at 98.10 g/mol. For the energy above the lowest of the compared OMol25 structures with the same formula, charge and spin, the calculation gives 6.330 eV. As for the LUMO energy: 0.0241 Ha.

```
13
C5H6O2 | the OMol25 dataset | ωB97M-V/def2-TZVPD
C -1.391 -0.078 0.380
O -0.690 0.804 1.132
C 0.644 0.875 0.612
C 1.382 -0.445 0.478
O 0.461 -1.517 0.543
C -0.384 -0.828 -0.435
C 0.741 0.202 -0.712
H -2.200 0.625 -0.876
H -2.459 0.068 0.125
H 1.159 1.799 0.860
H 2.411 -0.631 0.771
H -0.768 -1.475 -1.222
H 1.095 0.601 -1.656
```

(4)
A 2-piece molecular cluster, C5H6O2 overall at a distorted geometry. Source: the OMol25 dataset; level of theory: ωB97M-V/def2-TZVPD.

The HOMO-LUMO gap comes out at 7.973 eV. The multiplicity is 1. The molar mass comes out at 98.10 g/mol. For the energy above the lowest of the compared OMol25 structures with the same formula, charge and spin, the calculation gives 7.437 eV. As for the LUMO energy: -0.0325 Ha.

```
13
C5H6O2 | the OMol25 dataset | ωB97M-V/def2-TZVPD
C 2.051 0.685 0.534
C 2.898 -0.181 0.136
C 0.407 1.270 -1.116
C -1.463 0.394 0.036
C -2.003 -1.036 0.286
O -1.620 1.348 0.700
O -0.405 0.233 -0.885
H 2.728 -0.832 -0.744
H 3.942 -0.171 0.649
H -0.129 2.166 -0.710
H -3.085 -1.109 -0.075
H -2.064 -1.060 1.402
H -1.256 -1.706 -0.212
```

(5)
One molecule with the formula C5H6O2 at a distorted geometry. Source: the OMol25 dataset; level of theory: ωB97M-V/def2-TZVPD.

The HOMO-LUMO gap (alpha / beta) comes out at 7.929 / 8.155 eV. The multiplicity is 1. The molar mass comes out at 98.10 g/mol. For the energy above the lowest of the compared OMol25 structures with the same formula, charge and spin, the calculation gives 4.539 eV. As for the LUMO energy (alpha / beta): 0.0159 / 0.0237 Ha.

```
13
C5H6O2 | the OMol25 dataset | ωB97M-V/def2-TZVPD
O 0.524 -2.024 -1.993
C 0.647 -1.735 -0.867
C -0.478 1.871 -1.224
O -0.833 0.965 -0.370
C -0.340 0.738 0.824
C -0.339 -0.712 1.177
C 0.771 -1.430 0.408
H -1.114 1.965 -2.090
H 0.373 2.510 -1.009
H 0.510 1.364 1.105
H -1.315 -1.154 0.957
H -0.170 -0.847 2.247
H 1.765 -1.511 0.834
```

(6)
A 2-piece molecular cluster, C5H6O2 overall at a distorted geometry. Source: the OMol25 dataset; level of theory: ωB97M-V/def2-TZVPD.

The HOMO-LUMO gap (alpha / beta) comes out at 7.949 / 7.949 eV. The multiplicity is 1. The molar mass comes out at 98.10 g/mol. For the energy above the lowest of the compared OMol25 structures with the same formula, charge and spin, the calculation gives 7.204 eV. As for the LUMO energy (alpha / beta): -0.0163 / -0.0163 Ha.

```
13
C5H6O2 | the OMol25 dataset | ωB97M-V/def2-TZVPD
C 2.301 0.338 0.347
C 3.512 0.114 -0.037
C 0.478 0.913 -0.778
C -1.780 0.281 -0.281
C -2.417 -0.933 0.426
O -2.149 1.412 -0.297
O -0.494 0.059 -0.764
H 4.042 -0.041 -0.915
H 4.082 -0.295 0.802
H 0.196 1.884 -0.409
H -1.705 -1.704 0.571
H -3.413 -1.275 -0.084
H -2.653 -0.753 1.420
```

(7)
A 2-piece molecular cluster, C5H6O2 overall. Source: the OMol25 dataset; level of theory: ωB97M-V/def2-TZVPD.

The HOMO-LUMO gap comes out at 8.394 eV. The multiplicity is 1. The molar mass comes out at 98.10 g/mol. For the energy above the lowest of the compared OMol25 structures with the same formula, charge and spin, the calculation gives 2.853 eV. As for the LUMO energy: -0.0245 Ha. As for the SMILES: C=C=C=O.CC=O.

```
13
C5H6O2 | the OMol25 dataset | ωB97M-V/def2-TZVPD
C -1.882 -0.088 -1.547
C -0.737 0.505 -1.836
C 0.477 0.852 -1.559
O 1.586 1.236 -1.466
H -2.017 -0.598 -0.590
H -2.720 -0.097 -2.242
C 1.145 0.166 1.624
C 0.240 -0.785 0.897
O -0.939 -0.916 1.147
H 1.710 -0.414 2.365
H 0.551 0.922 2.143
H 1.864 0.633 0.945
H 0.722 -1.417 0.122
```

(8)
One molecule with the formula C5H6O2 at a distorted geometry. Source: the OMol25 dataset; level of theory: ωB97M-V/def2-TZVPD.

The HOMO-LUMO gap comes out at 10.534 eV. The multiplicity is 1. The molar mass comes out at 98.10 g/mol. For the energy above the lowest of the compared OMol25 structures with the same formula, charge and spin, the calculation gives 2.770 eV. As for the LUMO energy: 0.0220 Ha. As for the SMILES: O=CCC#CCO.

```
13
C5H6O2 | the OMol25 dataset | ωB97M-V/def2-TZVPD
O 3.571 0.026 0.301
C 2.489 0.102 -0.225
C 1.430 1.122 0.172
C 0.079 0.605 0.178
C -1.059 0.376 -0.150
C -2.342 -0.306 -0.144
O -2.182 -1.525 0.554
H 2.195 -0.585 -1.044
H 1.735 1.640 1.086
H 1.225 1.829 -0.643
H -3.097 0.344 0.318
H -2.671 -0.544 -1.159
H -1.672 -1.302 1.345
```

(9)
C5H6O2 as an isolated structure. Source: the OMol25 dataset; level of theory: ωB97M-V/def2-TZVPD.

The HOMO-LUMO gap comes out at 10.637 eV. The multiplicity is 1. The molar mass comes out at 98.10 g/mol. For the energy above the lowest of the compared OMol25 structures with the same formula, charge and spin, the calculation gives 2.671 eV. As for the LUMO energy: 0.0319 Ha.

```
13
C5H6O2 | the OMol25 dataset | ωB97M-V/def2-TZVPD
O 1.902 1.642 -1.240
C 1.625 0.926 -0.307
C 0.843 -0.364 -0.460
O 0.666 -1.042 0.799
C -0.750 -0.996 0.636
C -1.251 0.405 0.601
C -0.670 -0.223 -0.647
H 1.899 1.169 0.743
H 1.323 -1.016 -1.204
H -1.323 -1.870 0.924
H -2.334 0.505 0.601
H -0.720 1.191 1.134
H -1.210 -0.327 -1.580
```

(10)
One molecule with the formula C5H6O2. Source: the OMol25 dataset; level of theory: ωB97M-V/def2-TZVPD.

The HOMO-LUMO gap comes out at 11.327 eV. The multiplicity is 1. The molar mass comes out at 98.10 g/mol. For the energy above the lowest of the compared OMol25 structures with the same formula, charge and spin, the calculation gives 1.898 eV. As for the LUMO energy: 0.0350 Ha. As for the SMILES: C#C[C@@H](C)OC=O.

```
13
C5H6O2 | the OMol25 dataset | ωB97M-V/def2-TZVPD
C 2.185 -0.870 1.111
C 1.251 -0.415 0.505
C 0.081 0.231 -0.112
C 0.262 0.674 -1.552
O -1.068 -0.639 -0.080
C -1.912 -0.439 0.941
O -1.783 0.376 1.815
H 3.008 -1.241 1.689
H -0.159 1.088 0.513
H 0.270 -0.184 -2.232
H 1.207 1.214 -1.628
H -0.549 1.363 -1.820
H -2.755 -1.137 0.853
```

(11)
One molecule with the formula C5H6O2. Source: the OMol25 dataset; level of theory: ωB97M-V/def2-TZVPD.

The HOMO-LUMO gap comes out at 10.558 eV. The multiplicity is 1. The molar mass comes out at 98.10 g/mol. For the energy above the lowest of the compared OMol25 structures with the same formula, charge and spin, the calculation gives 2.379 eV. As for the LUMO energy: 0.0262 Ha. As for the SMILES: O=CCC#CCO.

```
13
C5H6O2 | the OMol25 dataset | ωB97M-V/def2-TZVPD
O -3.596 0.179 -0.751
C -2.536 -0.355 -0.549
C -1.678 -0.066 0.675
C -0.248 -0.108 0.366
C 0.916 -0.161 0.054
C 2.352 -0.112 -0.269
O 2.825 1.210 -0.421
H -2.122 -1.109 -1.249
H -1.980 0.905 1.079
H -1.925 -0.822 1.433
H 2.916 -0.658 0.503
H 2.537 -0.613 -1.224
H 2.540 1.712 0.352
```

(12)
C5H6O2 as an isolated structure. Source: the OMol25 dataset; level of theory: ωB97M-V/def2-TZVPD.

The HOMO-LUMO gap comes out at 11.020 eV. The multiplicity is 1. The molar mass comes out at 98.10 g/mol. For the energy above the lowest of the compared OMol25 structures with the same formula, charge and spin, the calculation gives 1.498 eV. As for the LUMO energy: 0.0303 Ha.

```
13
C5H6O2 | the OMol25 dataset | ωB97M-V/def2-TZVPD
C 1.127 1.220 0.598
C 0.148 0.146 0.229
C 0.390 -0.855 -0.832
C -0.967 -0.168 -0.736
C -1.623 -0.802 0.460
O -2.622 -1.399 0.715
O -0.574 -0.520 1.309
H 2.129 0.781 0.564
H 0.947 1.565 1.618
H 1.111 2.079 -0.078
H 0.519 -1.894 -0.545
H 1.009 -0.499 -1.653
H -1.447 0.345 -1.561
```

(13)
One molecule with the formula C5H6O2. Source: the OMol25 dataset; level of theory: ωB97M-V/def2-TZVPD.

The HOMO-LUMO gap comes out at 10.555 eV. The multiplicity is 1. The molar mass comes out at 98.10 g/mol. For the energy above the lowest of the compared OMol25 structures with the same formula, charge and spin, the calculation gives 1.670 eV. As for the LUMO energy: 0.0169 Ha. As for the SMILES: O=CC1(C=O)CC1.

```
13
C5H6O2 | the OMol25 dataset | ωB97M-V/def2-TZVPD
O -1.169 2.182 0.639
C -0.548 1.198 0.947
C -0.250 0.004 0.088
C -0.741 -1.305 0.634
O -1.217 -2.183 -0.045
C 1.198 0.034 -0.359
C 0.079 0.062 -1.366
H -0.030 1.113 1.927
H -0.620 -1.434 1.730
H 1.831 -0.826 -0.161
H 1.697 0.990 -0.203
H -0.180 -0.832 -1.931
H -0.049 0.997 -1.902
```

(14)
One molecule with the formula C5H6O2. Source: the OMol25 dataset; level of theory: ωB97M-V/def2-TZVPD.

The HOMO-LUMO gap comes out at 11.256 eV. The multiplicity is 1. The molar mass comes out at 98.10 g/mol. For the energy above the lowest of the compared OMol25 structures with the same formula, charge and spin, the calculation gives 2.039 eV. As for the LUMO energy: 0.0348 Ha. As for the SMILES: C#C[C@@H](C)OC=O.

```
13
C5H6O2 | the OMol25 dataset | ωB97M-V/def2-TZVPD
C -1.187 2.563 0.282
C -0.677 1.500 0.037
C -0.032 0.187 0.113
C -0.992 -1.011 0.120
O 0.956 0.036 -0.933
C 1.951 -0.800 -0.604
O 2.048 -1.398 0.437
H -1.601 3.504 0.567
H 0.521 0.216 1.053
H -0.976 -1.509 -0.855
H -2.018 -0.696 0.336
H -0.670 -1.732 0.877
H 2.675 -0.861 -1.429
```

(15)
One molecule with the formula C5H6O2. Source: the OMol25 dataset; level of theory: ωB97M-V/def2-TZVPD.

The HOMO-LUMO gap comes out at 11.342 eV. The multiplicity is 1. The molar mass comes out at 98.10 g/mol. For the energy above the lowest of the compared OMol25 structures with the same formula, charge and spin, the calculation gives 1.885 eV. As for the LUMO energy: 0.0355 Ha. As for the SMILES: C#C[C@@H](C)OC=O.

```
13
C5H6O2 | the OMol25 dataset | ωB97M-V/def2-TZVPD
C 2.383 1.478 -0.259
C 1.348 0.884 -0.111
C 0.042 0.259 0.110
C -0.855 0.254 -1.128
O 0.280 -1.089 0.577
C -0.697 -1.620 1.319
O -1.750 -1.100 1.582
H 3.305 2.002 -0.377
H -0.458 0.801 0.917
H -0.625 -0.618 -1.747
H -0.690 1.155 -1.724
H -1.902 0.209 -0.821
H -0.381 -2.615 1.662
```

(16)
C5H6O2 as an isolated structure at a distorted geometry. Source: the OMol25 dataset; level of theory: ωB97M-V/def2-TZVPD.

The HOMO-LUMO gap (alpha / beta) comes out at 8.131 / 7.861 eV. The multiplicity is 1. The molar mass comes out at 98.10 g/mol. For the energy above the lowest of the compared OMol25 structures with the same formula, charge and spin, the calculation gives 4.754 eV. As for the LUMO energy (alpha / beta): -0.0228 / -0.0443 Ha.

```
13
C5H6O2 | the OMol25 dataset | ωB97M-V/def2-TZVPD
O 2.038 -1.009 -0.199
C 1.120 -0.402 -0.697
C -0.102 0.129 0.176
C -0.053 -0.060 1.580
C -0.768 -0.976 -0.472
C -0.324 1.507 -0.383
O -0.976 1.692 -1.384
H 1.113 0.006 -1.722
H -0.955 -0.371 2.097
H 0.887 -0.044 2.128
H -1.567 -0.810 -1.195
H -0.570 -1.981 -0.116
H 0.156 2.318 0.190
```

(17)
One molecule with the formula C5H6O2. Source: the OMol25 dataset; level of theory: ωB97M-V/def2-TZVPD.

The HOMO-LUMO gap comes out at 10.194 eV. The multiplicity is 1. The molar mass comes out at 98.10 g/mol. For the energy above the lowest of the compared OMol25 structures with the same formula, charge and spin, the calculation gives 3.689 eV. As for the LUMO energy: 0.0298 Ha. As for the SMILES: C#CO/C=C\CO.

```
13
C5H6O2 | the OMol25 dataset | ωB97M-V/def2-TZVPD
C -2.202 0.895 0.674
C -1.767 0.114 -0.131
O -1.406 -0.763 -1.028
C -0.068 -1.040 -1.277
C 1.029 -0.521 -0.736
C 1.187 0.515 0.356
O 1.077 -0.040 1.653
H -2.585 1.625 1.352
H -0.036 -1.812 -2.036
H 1.945 -0.967 -1.117
H 0.482 1.342 0.217
H 2.195 0.932 0.295
H 0.149 -0.281 1.777
```

(18)
One molecule with the formula C5H6O2 at a distorted geometry. Source: the OMol25 dataset; level of theory: ωB97M-V/def2-TZVPD.

The HOMO-LUMO gap (alpha / beta) comes out at 8.303 / 8.303 eV. The multiplicity is 1. The molar mass comes out at 98.10 g/mol. For the energy above the lowest of the compared OMol25 structures with the same formula, charge and spin, the calculation gives 4.837 eV. As for the LUMO energy (alpha / beta): -0.0228 / -0.0228 Ha.

```
13
C5H6O2 | the OMol25 dataset | ωB97M-V/def2-TZVPD
C 0.369 -0.989 0.744
C 0.520 0.476 0.911
O 1.580 -0.027 -0.883
C 0.398 -0.714 -0.807
C -0.752 0.324 -0.943
O -1.754 0.271 0.043
C -0.634 1.138 0.292
H 1.236 -1.539 1.110
H -0.588 -1.387 1.089
H 1.252 1.003 1.511
H 0.258 -1.556 -1.507
H -1.027 0.772 -1.896
H -0.844 2.198 0.375
```

(19)
A 3-piece molecular cluster, C5H6O2 overall at a distorted geometry. Source: the OMol25 dataset; level of theory: ωB97M-V/def2-TZVPD.

The HOMO-LUMO gap comes out at 10.278 eV. The multiplicity is 1. The molar mass comes out at 98.10 g/mol. For the energy above the lowest of the compared OMol25 structures with the same formula, charge and spin, the calculation gives 3.929 eV. As for the LUMO energy: 0.0274 Ha.

```
13
C5H6O2 | the OMol25 dataset | ωB97M-V/def2-TZVPD
O -0.227 -2.815 -0.903
C -0.817 -1.995 -0.386
C -2.272 0.656 0.084
O -2.074 1.466 -0.788
C 1.005 0.850 -0.404
C 1.465 0.236 0.890
C 1.875 -0.099 -0.513
H -1.584 0.531 0.941
H -3.155 -0.011 0.074
H 0.340 1.576 -0.848
H 0.801 -0.443 1.439
H 2.150 0.784 1.543
H 2.492 -0.735 -1.128
```

(20)
One molecule with the formula C5H6O2 at a distorted geometry. Source: the OMol25 dataset; level of theory: ωB97M-V/def2-TZVPD.

The HOMO-LUMO gap comes out at 8.580 eV. The multiplicity is 1. The molar mass comes out at 98.10 g/mol. For the energy above the lowest of the compared OMol25 structures with the same formula, charge and spin, the calculation gives 4.111 eV. As for the LUMO energy: 0.0164 Ha. As for the SMILES: C=C=COC(C)=O.

```
13
C5H6O2 | the OMol25 dataset | ωB97M-V/def2-TZVPD
C -3.385 -0.172 -0.241
C -2.210 0.294 0.044
C -0.714 0.804 0.002
O 0.266 -0.017 0.084
C 1.551 0.408 0.035
C 2.455 -0.765 0.363
O 1.864 1.556 -0.169
H -4.002 -0.591 0.462
H -3.762 -0.197 -1.348
H -0.383 1.805 -0.194
H 3.297 -0.368 0.843
H 2.998 -1.134 -0.615
H 2.025 -1.621 0.734
```